Entry 1:
Below is C40H33Br2IN2O2PRb as an isolated structure, with properties calculated with ωB97M-V/def2-TZVPD.

XYZ file:
```
82
Properties=species:S:1:pos:R:3:forces:R:3
Rb -0.4300 0.0598 -0.1996 0.0086 -0.5194 0.0722
N 0.0849 1.9990 2.3660 -0.0127 -0.0294 -0.1109
C -0.7039 1.7563 3.4701 0.0418 0.0076 0.0268
C -0.3075 2.0788 4.7490 0.0111 0.0074 -0.0455
C -1.1140 1.7814 5.8626 -0.0267 -0.0177 -0.0104
C -2.3264 1.1689 5.7178 0.0231 0.0231 0.0505
C -2.7689 0.8154 4.4224 0.0111 -0.0160 -0.0646
C -4.0111 0.1831 4.1819 0.0015 -0.0022 -0.0506
C -4.3736 -0.1380 2.9064 -0.0197 -0.0512 0.0222
C -3.4819 0.1566 1.8540 0.0050 0.0249 -0.0140
N -2.3234 0.7390 2.0354 0.0114 0.0134 -0.0626
C -1.9595 1.0882 3.2961 -0.0244 -0.0129 0.1065
H 0.8335 2.6617 2.4873 0.0117 -0.0253 0.0472
H -0.3868 2.1380 1.4826 -0.0222 0.1280 -0.0076
H 0.6418 2.5798 4.8973 -0.0006 0.0026 -0.0074
H -0.7595 2.0588 6.8472 -0.0173 -0.0073 0.0090
H -2.9547 0.9510 6.5719 0.0052 0.0036 0.0041
H -4.6626 -0.0352 5.0199 0.0018 0.0024 0.0056
H -5.3172 -0.6178 2.6833 -0.0013 -0.0040 0.0158
H -3.7495 -0.1008 0.8322 0.0323 0.0371 0.0239
Br 1.3575 -2.3261 1.8594 0.0900 0.0197 -0.0534
C 3.0782 -1.5159 1.5287 0.0517 0.0173 0.0294
Br 2.9893 0.0385 0.3920 0.0163 -0.0583 0.0251
H 3.7014 -2.2560 1.0445 -0.0078 0.0053 -0.0098
H 3.4902 -1.2106 2.4811 -0.0133 0.0142 -0.0005
C -3.7628 3.2092 -2.1009 -0.0004 0.0027 -0.0144
C -2.3577 2.6917 -1.8290 -0.0233 -0.0360 0.0151
O -2.2721 1.5472 -1.3791 -0.0705 0.1507 -0.0933
C -1.2202 3.5512 -2.1318 0.0736 0.0293 0.0011
C -1.4325 4.6436 -3.0027 -0.0139 -0.0089 0.0036
C -0.4278 5.4763 -3.4200 -0.0134 0.0112 -0.0063
C 0.8727 5.2406 -2.9398 0.0201 -0.0287 0.0265
C 1.1248 4.2166 -2.0729 0.0331 -0.0041 0.0131
C 0.1065 3.3189 -1.6033 -0.0478 0.1144 -0.0513
O 0.4081 2.4230 -0.7549 -0.0852 0.1463 0.0560
H -4.4621 2.5503 -1.5904 -0.0017 0.0044 0.0027
H -3.9782 3.1811 -3.1712 0.0029 -0.0016 0.0006
H -3.8994 4.2342 -1.7595 -0.0040 0.0001 0.0020
H -2.4313 4.8184 -3.3817 -0.0014 0.0047 -0.0047
H -0.6285 6.2899 -4.1035 -0.0084 -0.0018 0.0004
H 1.6888 5.8816 -3.2550 -0.0129 0.0101 -0.0095
H 2.1248 4.0436 -1.6926 -0.0080 -0.0104 0.0055
I 1.1977 -2.5393 -2.3474 -0.0904 -0.1092 0.0447
C 0.0100 -3.2047 -3.9534 0.0991 0.0217 -0.1536
C 0.6158 -3.0109 -5.1676 0.0520 0.0635 0.1002
C 0.1053 -3.5782 -6.3462 -0.0855 -0.0703 -0.0278
C -0.9771 -4.3994 -6.2684 0.0627 0.0443 -0.0005
C -1.6339 -4.6124 -5.0339 -0.0056 0.0041 0.0256
C -2.7290 -5.5105 -4.9997 -0.0025 -0.0052 0.0033
C -3.4057 -5.7481 -3.8447 0.0281 0.0199 -0.0023
C -3.0615 -5.0118 -2.6977 0.0000 0.0246 0.0275
C -2.0268 -4.1095 -2.6739 -0.0444 -0.0610 -0.0356
P -1.9742 -2.9643 -1.2343 0.1308 0.2334 -0.0063
C -3.7442 -2.5967 -0.9319 0.0084 -0.0119 0.0403
C -4.2082 -1.3971 -1.4724 0.0051 -0.0180 -0.0286
C -5.5157 -0.9840 -1.2584 -0.0252 -0.0079 -0.0028
C -6.3677 -1.7555 -0.4814 0.0138 0.0127 -0.0068
C -5.9093 -2.9418 0.0784 -0.0026 -0.0260 0.0163
C -4.6065 -3.3607 -0.1457 0.0099 0.0248 -0.0144
C -1.5455 -4.0458 0.1688 -0.0076 0.0814 0.1076
C -0.9304 -5.2836 0.0315 0.0201 -0.0325 -0.0043
C -0.5083 -5.9909 1.1535 0.0015 0.0072 -0.0500
C -0.7005 -5.4712 2.4220 -0.0147 0.0156 0.0071
C -1.3122 -4.2302 2.5714 -0.0223 -0.0280 0.0208
C -1.7203 -3.5207 1.4555 -0.0278 -0.0580 -0.0275
C -1.2048 -3.9499 -3.8432 -0.0709 -0.0608 0.0575
H 1.5316 -2.4378 -5.2173 -0.0032 -0.0032 0.0026
H 0.6070 -3.3948 -7.2865 -0.0098 -0.0074 -0.0087
H -1.3584 -4.9072 -7.1455 0.0062 0.0067 -0.0109
H -3.0057 -6.0071 -5.9218 -0.0119 -0.0101 0.0069
H -4.2290 -6.4489 -3.8091 -0.0009 -0.0029 -0.0182
H -3.6723 -5.1284 -1.8110 0.0051 -0.0110 -0.0290
H -3.5324 -0.7617 -2.0344 -0.0041 0.0119 -0.0066
H -5.8585 -0.0483 -1.6809 0.0013 0.0034 -0.0037
H -7.3840 -1.4286 -0.3021 -0.0048 -0.0037 -0.0007
H -6.5682 -3.5420 0.6933 -0.0015 0.0035 0.0016
H -4.2521 -4.2788 0.3078 -0.0069 -0.0035 0.0230
H -0.7745 -5.7024 -0.9550 -0.0057 0.0032 -0.0018
H -0.0280 -6.9526 1.0257 0.0004 -0.0020 0.0147
H -0.3732 -6.0243 3.2926 0.0007 0.0034 0.0024
H -1.4627 -3.8093 3.5577 0.0022 -0.0103 0.0052
H -2.1867 -2.5489 1.5874 -0.0144 0.0125 -0.0157
```
Positions in Å, forces in eV/Å.

Output
HOMO level (eV): -6.57
Multiplicity: 1

=====

Entry 2:
Below is C40H33CrGeN5O6S as an isolated structure in a non-equilibrium geometry, with properties calculated with ωB97M-V/def2-TZVPD.

XYZ file:
```
87
Properties=species:S:1:pos:R:3:forces:R:3
Cr 0.3213 0.0470 -0.1226 -0.3748 -0.3847 -0.1788
O -2.5048 -5.2050 0.6228 -0.0324 -0.0411 0.1248
C -2.0165 -3.9715 0.4223 0.1083 0.2920 -0.0186
C -1.7888 -3.4515 -0.8525 -0.0627 -0.0558 -0.1811
C -1.2514 -2.1925 -0.9548 0.0403 0.1373 0.0860
N -0.9657 -1.4591 0.1168 -0.0065 -0.8067 0.0512
C -1.2233 -1.9299 1.3355 -0.0049 0.1996 0.1140
C -1.7455 -3.1813 1.5413 -0.0585 -0.1664 0.0575
C -0.9517 -0.8700 2.3817 -0.1018 -0.0274 0.0093
O -1.2255 -1.0464 3.5509 0.0490 -0.0412 -0.0582
O -0.4908 0.2019 1.8350 0.1831 0.2366 -0.3798
C -0.8858 -1.4242 -2.2000 -0.2055 -0.3180 -0.3044
O -0.9612 -1.9319 -3.3161 0.1719 -0.0128 0.1928
O -0.5214 -0.2304 -1.9157 0.0142 0.2983 -0.2791
H -2.6415 -5.6544 -0.2172 -0.0070 -0.0143 -0.0704
H -2.0006 -4.0213 -1.7489 0.0044 0.0451 -0.0199
H -1.9368 -3.5353 2.5444 -0.0224 0.0429 0.0015
O 1.7515 0.0624 0.9620 0.4447 -0.3234 1.0374
C 3.0081 -0.3206 0.8828 0.6204 0.0917 -0.5484
C 3.5871 -1.1211 1.8754 -0.2753 0.1357 -0.0048
C 4.8942 -1.5383 1.7533 0.0255 0.0347 -0.0385
C 5.6678 -1.1491 0.6608 0.1249 0.0115 0.0187
C 5.1182 -0.3413 -0.3112 -0.0499 0.0726 -0.1023
C 3.7899 0.0742 -0.2194 -0.1121 -0.1778 0.4167
C 3.1143 0.8117 -1.2617 -0.1146 0.1740 -0.1800
N 1.7978 0.8340 -1.4771 0.0053 0.0440 0.3080
C 1.5862 1.5826 -2.6136 0.0217 0.0152 -0.1688
C 2.7747 2.0348 -3.0790 -0.1455 0.0371 -0.0965
N 3.7296 1.5446 -2.2156 -0.0307 -0.1418 0.0828
H 2.9611 -1.4268 2.7039 0.0437 0.0107 0.0249
H 5.3215 -2.1890 2.5055 -0.0136 0.0146 0.0169
H 6.6888 -1.4934 0.5655 -0.0068 0.0117 0.0067
H 5.7135 -0.0635 -1.1745 -0.0035 -0.0465 -0.0122
H 0.6006 1.7256 -3.0178 0.0227 -0.0017 0.0144
H 3.0124 2.6494 -3.9283 0.0407 -0.0065 0.0254
H 4.7175 1.7147 -2.2602 0.0417 -0.0198 0.0106
C 1.8591 4.9394 2.9043 -0.0048 -0.0101 0.0149
C 0.5149 4.7982 3.2155 0.0413 0.0467 0.0305
C -0.2959 3.9760 2.4454 -0.1243 -0.0700 -0.0651
C 0.2243 3.2807 1.3577 0.0126 -0.2436 -0.1692
C 1.5820 3.4162 1.0690 -0.0289 -0.0233 -0.0507
C 2.3946 4.2415 1.8303 0.0231 0.0288 0.0091
Ge -0.9250 2.1634 0.2086 -0.4460 1.2803 0.1695
C -2.7578 2.1793 0.9589 0.3064 -0.2277 -0.1554
C -3.8024 2.7333 0.2190 0.1057 0.0106 -0.0410
C -5.0825 2.8184 0.7478 -0.0772 -0.0002 0.0238
C -5.3400 2.3431 2.0249 -0.0015 0.0002 -0.0261
C -4.3090 1.7937 2.7738 -0.0454 0.0133 0.0192
C -3.0275 1.7166 2.2482 0.0414 -0.0335 0.0445
C -1.0524 3.0925 -1.5418 0.0391 -0.2831 0.1307
C -0.3280 4.2520 -1.8068 -0.0419 -0.0078 0.1648
C -0.3860 4.8552 -3.0557 0.0090 0.0579 -0.0521
C -1.1702 4.3045 -4.0589 0.0115 -0.0082 -0.0120
C -1.8852 3.1385 -3.8154 -0.0113 0.0224 -0.0331
C -1.8216 2.5389 -2.5668 -0.0329 -0.0184 0.0526
H 2.4899 5.5879 3.4992 -0.0006 -0.0168 0.0147
H 0.0981 5.3283 4.0628 -0.0179 0.0041 -0.0130
H -1.3460 3.8715 2.6925 0.0106 0.0407 0.0325
H 2.0102 2.8632 0.2397 0.0299 0.0312 0.0067
H 3.4467 4.3395 1.5916 -0.0042 -0.0133 -0.0090
H -3.6113 3.1164 -0.7754 -0.0515 0.0152 -0.0003
H -5.8817 3.2570 0.1629 0.0164 -0.0006 -0.0177
H -6.3399 2.4037 2.4362 0.0020 0.0013 0.0003
H -4.5032 1.4220 3.7722 0.0299 0.0089 0.0061
H -2.2328 1.2978 2.8507 -0.0376 0.0150 0.0111
H 0.2805 4.6879 -1.0223 0.0254 0.0327 -0.0546
H 0.1822 5.7568 -3.2504 -0.0192 0.0148 0.0329
H -1.2336 4.7869 -5.0264 0.0455 -0.0256 -0.0140
H -2.4849 2.6984 -4.6026 -0.0232 -0.0069 0.0250
H -2.3679 1.6202 -2.3847 0.0006 0.0070 -0.0631
C 0.9556 -4.0550 -5.7821 -0.0837 0.0418 0.0860
C 2.0221 -3.9091 -4.7481 0.0217 -0.0538 -0.1775
C 3.3274 -4.2801 -4.9093 0.0225 0.0052 0.0105
C 4.2231 -3.9722 -3.8624 -0.2369 0.0359 0.0856
N 3.8224 -3.4554 -2.7206 0.2835 -0.1276 -0.0577
C 2.5157 -3.1932 -2.5177 -0.2094 0.1738 0.2292
S 1.9258 -2.6924 -1.0354 0.0231 -0.1241 -0.0258
N 1.6491 -3.3617 -3.5762 -0.0172 0.3168 -0.1433
C 5.6940 -4.1977 -4.0133 0.0487 -0.0470 -0.0073
H 1.3448 -4.4953 -6.6955 0.0371 0.0149 0.0042
H 0.5212 -3.0780 -6.0012 -0.0045 -0.0129 -0.0369
H 0.1519 -4.6831 -5.3948 -0.0026 -0.0081 -0.0388
H 3.6676 -4.7460 -5.8217 -0.0386 0.0313 -0.0245
H 0.7107 -2.9490 -3.4935 0.0611 -0.2149 0.1438
H 5.9289 -4.7822 -4.9009 0.0027 0.0079 0.0025
H 6.0806 -4.6979 -3.1269 -0.0111 -0.0073 -0.0022
H 6.1991 -3.2327 -4.0811 -0.0125 0.0066 -0.0180
```
Positions in Å, forces in eV/Å.

Output
HOMO level (alpha / beta) (eV): -7.71 / -7.79
Expectation value of S²: 2.26
Multiplicity: 3

=====

Q: What is the formula in the first record?
A: C40H33Br2IN2O2PRb

=====

Q: Among the records above, which one has the highest multiplicity?
A: C40H33CrGeN5O6S

=====

Q: Look up the multiplicity of the second one.
A: 3

=====

Q: Among the records above, which one has the lowest multiplicity?
A: C40H33Br2IN2O2PRb